{"formula": "C16H33N4O6V", "method": "ωB97M-V/def2-TZVPD", "de_lowest_ev": 0.000, "fmax_ev_per_a": 2.7, "e_homo_ha": [-0.4177, -0.4177], "multiplicity": 4, "s_squared": 3.76, "charge": 1, "species": ["V", "C", "C", "O", "O", "H", "H", "H", "C", "O", "N", "C", "C", "H", "H", "H", "H", "H", "H", "H", "C", "O", "N", "C", "C", "H", "H", "H", "H", "H", "H", "H", "C", "O", "N", "C", "C", "H", "H", "H", "H", "H", "H", "H", "C", "C", "O", "C", "H", "H", "H", "H", "H", "H", "C", "C", "N", "H", "H", "H"], "coordinates": [[2.4506, 1.7256, 0.0474], [-0.8417, 0.7031, -2.1276], [0.4112, 1.0646, -1.4039], [1.0236, 0.1981, -0.7169], [0.7774, 2.2776, -1.3156], [-1.1132, -0.3457, -2.0550], [-0.8208, 1.0252, -3.1675], [-1.6570, 1.2544, -1.6453], [4.2858, 0.5057, -2.3981], [3.8680, 1.2522, -1.4923], [3.8971, 0.5585, -3.6534], [2.7428, 1.3344, -4.0616], [4.4805, -0.3322, -4.6480], [5.0410, -0.2513, -2.1789], [1.8765, 0.6848, -4.1779], [2.9702, 1.8573, -4.9902], [2.5282, 2.1058, -3.3269], [4.7277, 0.2443, -5.5394], [5.4133, -0.7574, -4.2809], [3.8163, -1.1517, -4.9225], [-0.3872, -2.5113, 3.3524], [0.7437, -2.1562, 3.0358], [-1.5383, -2.1383, 2.7039], [-2.8302, -2.3914, 3.3050], [-1.4575, -1.0716, 1.7534], [-0.5772, -3.2195, 4.1721], [-3.2798, -1.4963, 3.7416], [-2.7865, -3.1790, 4.0543], [-3.5214, -2.7666, 2.5407], [-1.6580, -0.0627, 2.1320], [-0.4760, -1.0795, 1.2877], [-2.2037, -1.2237, 0.9648], [-0.1111, 2.5046, 1.8478], [1.0834, 2.3332, 1.5699], [-0.5938, 2.4734, 3.0760], [-2.0250, 2.5580, 3.2872], [0.2412, 2.1223, 4.1940], [-0.8614, 2.7649, 1.0981], [-2.4964, 1.5797, 3.3823], [-2.5284, 3.1647, 2.5344], [-2.2541, 3.1072, 4.2052], [1.2736, 2.3763, 3.9772], [-0.0931, 2.6729, 5.0702], [0.1989, 1.0506, 4.4074], [0.4045, -5.6005, -0.9155], [0.4448, -4.1890, -1.3861], [-0.0142, -3.8477, -2.4611], [1.1045, -3.1652, -0.4794], [-0.2833, -5.7340, -0.0730], [1.3764, -5.8172, -0.4532], [0.1634, -6.3218, -1.6864], [1.7234, -3.6413, 0.2802], [0.3562, -2.5957, 0.0671], [1.6639, -2.5035, -1.1337], [-4.0003, 4.0382, -1.3741], [-4.3266, 3.9555, 0.0295], [-4.5858, 3.8893, 1.1442], [-4.7932, 3.5731, -1.9568], [-3.0630, 3.5182, -1.5584], [-3.9100, 5.0768, -1.6823]], "atomic_forces_ev_per_a": [[-2.19, -0.50, -1.49], [-0.61, 0.14, -0.13], [-0.01, 0.27, 1.23], [0.92, 0.09, 0.20], [0.76, 0.02, -0.16], [0.39, -0.13, -0.07], [0.07, -0.01, -0.01], [0.12, 0.10, -0.10], [-0.03, 0.16, 0.16], [-0.44, 0.11, 0.72], [-0.06, -0.47, 0.04], [0.07, 0.68, -0.02], [0.35, -0.05, -0.18], [0.17, 0.05, -0.03], [-0.02, -0.02, -0.11], [-0.08, -0.23, -0.12], [-0.05, -0.16, 0.15], [-0.10, -0.01, 0.01], [-0.07, 0.02, 0.13], [-0.17, 0.12, 0.06], [0.48, 0.20, -0.64], [-1.04, -0.17, 0.31], [0.60, 0.17, 1.11], [-0.54, -0.42, -0.44], [-0.24, 0.16, -1.24], [0.02, 0.00, 0.02], [0.14, 0.05, 0.07], [0.27, 0.11, 0.12], [0.08, 0.17, 0.03], [0.09, -0.15, 0.48], [0.05, 0.11, 0.06], [0.08, -0.12, 0.05], [-0.29, 0.38, 0.20], [1.09, -0.37, -0.18], [-0.23, -0.15, -0.50], [-0.73, 0.68, 0.53], [0.38, -0.20, 0.49], [0.08, -0.10, -0.28], [0.08, -0.05, -0.15], [0.16, -0.36, -0.35], [0.37, -0.16, 0.08], [0.01, 0.06, -0.01], [0.02, 0.00, 0.02], [-0.09, 0.02, -0.04], [0.47, -0.46, 0.85], [-0.48, 0.57, -0.55], [0.22, -0.14, 0.45], [-0.09, -0.54, -0.05], [-0.18, 0.24, -0.16], [-0.06, -0.21, -0.30], [-0.03, 0.08, -0.18], [0.19, 0.10, -0.11], [-0.11, 0.10, -0.18], [0.09, 0.23, 0.23], [-0.04, -0.03, -0.41], [-0.10, 0.06, 0.33], [0.10, -0.08, 0.20], [0.03, -0.03, -0.05], [0.04, 0.03, -0.11], [0.06, 0.04, 0.01]]}


{"formula": "C3H5Cl2F", "method": "ωB97M-V/def2-TZVPD", "de_lowest_ev": 0.200, "fmax_ev_per_a": 3.3, "e_homo_ha": -0.4009, "smiles": "F[C@@H](Cl)CCCl", "species": ["C", "C", "C", "H", "H", "H", "H", "H", "F", "Cl", "Cl"], "coordinates": [[0.8646, 0.1402, -0.9229], [0.3807, 0.2471, 0.5167], [-1.0223, -0.3093, 0.6257], [1.9283, 0.6331, -1.0245], [0.2766, 0.6665, -1.7277], [1.0685, -0.3508, 1.1783], [0.1998, 1.2270, 0.8898], [-1.1298, -1.3196, 0.1494], [-1.4846, -0.2915, 1.9448], [0.9623, -1.5435, -1.4068], [-2.0443, 0.9007, -0.2228]], "atomic_forces_ev_per_a": [[2.00, 2.49, -0.97], [-0.14, -1.78, 0.37], [-0.58, -0.20, 0.08], [-1.91, -1.19, 0.34], [0.20, -0.53, 1.30], [-0.62, 0.69, -0.55], [0.87, 1.12, 0.13], [-0.31, 0.98, 0.74], [0.72, -0.48, -0.97], [0.24, -0.67, -0.25], [-0.46, -0.44, -0.22]]}


{"formula": "C6H14N3O", "method": "ωB97M-V/def2-TZVPD", "de_lowest_ev": 2.333, "fmax_ev_per_a": 4.7, "e_homo_ha": -0.5018, "charge": 1, "species": ["C", "C", "C", "C", "C", "C", "N", "N", "N", "O", "H", "H", "H", "H", "H", "H", "H", "H", "H", "H", "H", "H", "H", "H"], "coordinates": [[-2.4587, 2.2688, -1.9787], [-1.1591, -0.6786, 0.1251], [-1.5524, -0.2380, 1.4898], [1.4476, 1.4529, -0.2071], [2.2348, -1.1421, 0.4933], [1.1789, 0.0063, 0.4409], [-1.8732, 1.4166, -1.4623], [-2.0714, -1.3752, -0.5205], [0.0610, -0.4519, -0.2944], [-1.7395, -1.9111, -1.7025], [-3.0840, 3.0749, -2.3560], [-1.4437, -1.0878, 2.2101], [-2.6307, -0.0648, 1.5751], [-0.9350, 0.6186, 1.9027], [1.5271, 1.2670, -1.3414], [0.5620, 2.0584, -0.0313], [2.2875, 2.1575, 0.2410], [1.7709, -2.0593, 0.9968], [3.2127, -0.8142, 1.0598], [2.7957, -1.4673, -0.4507], [1.0186, 0.1155, 1.4774], [-2.9998, -1.0452, -0.4620], [-2.5481, -1.9761, -2.3625], [0.2765, -1.0153, -1.1827]], "atomic_forces_ev_per_a": [[0.11, -0.51, 0.72], [0.98, 0.93, 1.56], [0.02, 0.21, 1.57], [1.63, -0.18, -0.11], [2.76, -0.16, 0.00], [2.75, 1.24, -0.72], [-0.89, 1.23, -0.92], [-0.18, 0.23, 0.54], [-1.73, -3.59, -2.53], [-1.00, -1.10, -3.78], [0.51, -0.44, 0.03], [0.38, 0.45, -0.67], [0.22, 0.48, -0.27], [-1.05, -0.96, -0.78], [0.25, 0.70, 1.73], [-0.35, -0.24, -0.13], [-1.23, -2.10, -1.05], [0.75, 1.32, -0.67], [-2.25, -0.45, -0.39], [-1.58, 0.45, 0.64], [-1.01, 0.38, 1.05], [-1.12, 0.18, 0.46], [2.20, 0.44, 2.25], [-0.17, 1.48, 1.49]]}


{"formula": "C4H4IN3O2", "method": "ωB97M-V/def2-TZVPD", "de_lowest_ev": 0.000, "fmax_ev_per_a": 5.0, "e_homo_ha": [-0.2428, -0.3569], "multiplicity": 3, "s_squared": 2.02, "species": ["C", "C", "C", "C", "N", "N", "N", "O", "O", "I", "H", "H", "H", "H"], "coordinates": [[-0.1687, -0.3538, -1.6347], [-0.4750, -1.7845, -0.1682], [-0.0564, -0.5385, 0.5345], [0.6190, 1.6728, -0.3725], [-0.6046, -1.5595, -1.4653], [0.2014, 0.3379, -0.5128], [-0.2050, -0.2447, 1.8644], [-0.2986, -1.2142, 2.6234], [-0.2019, 0.9559, 2.1478], [-0.4401, -3.6585, 0.7115], [-0.2637, 0.1470, -2.6985], [-0.3836, 2.1958, -0.2658], [1.2242, 1.9407, 0.4876], [1.0530, 2.1035, -1.2515]], "atomic_forces_ev_per_a": [[-0.96, 1.57, -4.66], [-0.08, -1.32, 1.85], [-0.09, 0.13, -0.99], [-2.34, 2.82, 0.08], [0.38, -0.46, -0.37], [0.73, -2.31, 2.70], [0.41, -0.36, -2.14], [-0.17, -0.48, 1.06], [-0.02, 1.43, 1.05], [-0.08, 0.55, -0.61], [0.48, -0.80, 2.53], [1.37, 0.26, 0.20], [-0.07, -0.67, 0.03], [0.44, -0.35, -0.74]]}


Looking at DFT total energy for the records above, in order, we have -2243.77503; -1137.54924; -476.17528; -767.02796 Eh.